[1]
ORCA calculation (wB97M-V/def2-TZVPD) on a cluster of 7 separate species, C12H41N3O7 in total in a non-equilibrium geometry.

ORCA input file:
```
! RIJCOSX wB97M-V def2-TZVPD def2/J DEFGRID3
* xyz 0 1
O -15.04 -5.96 -10.77
O -15.36 -7.82 -5.88
O -16.67 -1.00 -10.06
O -19.94 -9.05 -7.12
O -12.99 -7.76 -14.80
O -11.88 -5.37 -8.74
O -13.94 -6.82 -7.88
N -14.70 -3.67 -8.82
N -12.29 -5.50 -12.01
N -17.72 -7.23 -7.26
C -18.11 -5.39 -5.73
C -17.80 -0.90 -10.92
C -17.10 -6.35 -6.26
C -16.50 -7.28 -5.21
C -12.64 -7.80 -11.54
C -14.99 -2.53 -9.55
C -13.34 -6.82 -13.77
C -13.90 -7.59 -15.84
C -14.83 -8.96 -5.25
C -14.38 -2.66 -10.89
C -12.27 -6.81 -12.64
C -16.50 -2.26 -9.58
H -14.36 -7.06 -13.40
H -14.53 -7.21 -7.19
H -13.73 -7.74 -11.32
H -14.75 -3.61 -11.43
H -18.15 0.10 -11.03
H -14.42 -6.53 -8.73
H -16.92 -3.06 -10.17
H -14.58 -1.60 -9.16
H -16.99 -7.77 -7.64
H -19.00 -5.86 -5.33
H -17.53 -1.25 -11.94
H -13.41 -5.79 -14.16
H -13.77 -4.08 -9.01
H -12.47 -6.01 -8.30
H -19.69 -9.95 -7.39
H -16.29 -5.82 -6.58
H -16.85 -2.50 -8.58
H -16.15 -6.71 -4.37
H -15.49 -9.87 -5.32
H -14.56 -1.85 -11.56
H -18.17 -6.73 -7.97
H -13.24 -2.81 -10.93
H -12.01 -7.60 -10.69
H -14.92 -7.78 -15.51
H -11.33 -7.18 -13.12
H -11.70 -4.94 -12.52
H -14.81 -3.63 -7.83
H -12.47 -8.77 -11.89
H -15.32 -5.15 -10.23
H -14.73 -8.80 -4.15
H -13.77 -6.62 -16.32
H -19.22 -8.39 -6.99
H -13.90 -9.29 -5.77
H -18.66 -1.45 -10.54
H -11.89 -5.56 -11.05
H -14.13 -6.04 -11.27
H -17.63 -4.83 -4.89
H -11.70 -4.72 -8.10
H -17.21 -8.07 -4.98
H -13.71 -8.35 -16.60
H -18.36 -4.67 -6.52
*
```

As for the frontier orbital gap: 9.753 eV. The calculation puts the HOMO energy at -9.2 eV. The calculation puts the energy at -1172.64973 Ha. Its structure (SMILES) is COC[C@H](C)N.COC[C@H](C)N.COC[C@H](C)N.O.O.O.O. The value obtained for the molar mass is 339.5 u. The LUMO energy comes out at 0.53 eV.

***

[2]
ORCA calculation (wB97M-V/def2-TZVPD) on a cluster of 9 separate species, C12H43ClN3O12 in total in a non-equilibrium geometry.

ORCA input file:
```
! RIJCOSX wB97M-V def2-TZVPD def2/J DEFGRID3
* xyz -1 1
Cl 0.81 -0.01 -0.84
O 3.11 -3.42 1.29
O -0.44 5.26 6.73
O 1.14 -0.02 0.56
O 2.01 -5.24 -2.10
O 1.97 0.18 -1.62
O -0.84 -1.37 -9.41
O -0.04 1.13 -1.10
O 4.35 1.31 3.58
O 3.93 2.08 -5.31
O 0.44 5.30 -2.16
O -2.14 -2.80 5.42
O 0.15 -1.18 -1.28
N -4.36 -2.18 3.81
N 1.86 -0.68 -8.33
N 0.37 4.04 3.16
C 1.42 -2.12 -6.48
C 0.28 5.39 7.95
C -3.33 -3.04 3.24
C -2.19 -1.72 -9.49
C -0.42 -1.46 -8.08
C 0.42 4.69 5.64
C -1.21 2.93 4.52
C -1.99 -2.70 3.99
C -0.39 4.23 4.37
C -1.13 -2.27 6.22
C 1.05 -1.78 -7.90
C -3.23 -2.78 1.73
H -0.23 3.42 2.63
H 5.18 1.07 3.19
H 0.75 6.37 8.04
H 2.38 -2.63 -6.37
H -1.03 5.07 4.10
H 1.13 3.44 3.44
H -2.87 -1.75 1.66
H 0.98 4.56 7.90
H -2.33 -2.76 -9.77
H 2.76 -4.01 0.61
H 3.69 1.54 -4.55
H 2.54 -2.65 1.25
H -1.16 -1.18 6.26
H 1.65 0.24 -7.99
H -0.16 -2.49 5.79
H -1.98 2.84 3.76
H 4.31 1.45 -5.92
H -0.75 -0.66 -7.41
H -4.08 -2.81 1.05
H -0.64 2.03 4.31
H 1.21 5.34 5.28
H 1.26 -1.24 -5.87
H -1.30 -3.46 3.63
H 0.58 -2.65 -6.05
H 1.66 -0.57 -9.31
H -0.36 5.29 8.83
H -2.53 -1.10 -10.31
H -1.56 2.96 5.55
H -2.55 -3.53 1.33
H -4.13 -2.15 4.79
H 0.30 4.35 -2.19
H 1.56 -5.80 -2.73
H -3.75 -4.04 3.32
H 0.94 3.86 6.11
H 1.27 -2.64 -8.53
H 3.69 0.84 3.07
H 1.91 -4.35 -2.45
H -1.00 -2.26 -7.62
H -2.83 -1.56 -8.61
H -1.71 -1.67 3.79
H 1.03 5.49 -2.88
H -4.34 -1.20 3.57
H -1.07 -2.76 7.19
*
```

As for the frontier orbital gap: 8.632 eV. The calculation puts the HOMO energy at -6.3 eV. The calculation puts the energy at -2010.01478 Ha. The value obtained for the molar mass is 456.9 u. The LUMO energy comes out at 2.34 eV.

***

[3]
ORCA calculation (wB97M-V/def2-TZVPD) on a structure of composition C12H44BaO12 in a non-equilibrium geometry.

ORCA input file:
```
! RIJCOSX wB97M-V def2-TZVPD def2/J DEFGRID3
* xyz 0 1
Ba -9.02 10.50 -0.07
O -13.09 7.63 4.24
O -13.48 16.84 1.59
O -11.04 13.22 6.16
O -13.46 4.99 -1.87
O -20.43 6.53 1.26
O -15.19 7.84 -6.23
O -20.77 14.25 -3.41
O -13.24 11.48 1.31
O -13.33 10.08 -1.62
O -13.00 12.57 -5.63
O -8.00 14.29 -2.21
O -19.70 14.40 3.96
C -14.25 13.26 -5.70
C -11.92 13.31 7.29
C -14.53 8.08 -7.47
C -12.15 17.32 1.76
C -18.58 15.27 3.98
C -13.40 6.46 3.52
C -8.85 14.89 -3.16
C -14.28 11.53 0.30
C -19.45 7.55 1.21
C -14.73 4.30 -1.80
C -14.40 10.33 -0.73
C -19.62 13.99 -2.65
H -13.06 11.95 -4.90
H -19.94 13.84 -1.62
H -13.16 8.41 3.68
H -11.55 16.67 2.40
H -19.32 8.06 2.17
H -18.51 7.11 0.85
H -14.14 12.45 -0.27
H -14.42 6.50 3.15
H -15.27 4.50 -2.72
H -18.91 14.80 -2.81
H -21.50 13.65 -3.23
H -20.28 5.96 0.50
H -17.78 14.55 4.12
H -19.89 14.16 4.87
H -13.44 8.09 -7.40
H -15.05 12.53 -5.55
H -14.54 3.23 -1.67
H -14.79 9.08 -7.82
H -14.57 8.26 -5.64
H -12.13 18.34 2.14
H -11.55 12.85 5.44
H -13.30 5.69 4.28
H -13.30 15.95 1.28
H -15.33 10.38 -1.29
H -14.23 14.08 -4.98
H -12.76 6.29 2.65
H -18.67 16.08 4.71
H -14.23 13.71 -6.69
H -8.67 14.65 -4.21
H -8.70 15.97 -3.10
H -7.26 14.89 -2.06
H -12.71 14.03 7.06
H -11.63 17.31 0.80
H -19.15 13.07 -3.01
H -18.45 15.73 3.00
H -14.49 9.38 -0.20
H -15.23 11.65 0.82
H -15.28 4.61 -0.91
H -13.73 5.91 -1.95
H -9.89 14.67 -2.93
H -14.92 7.35 -8.19
H -19.73 8.31 0.49
H -11.32 13.66 8.13
H -12.32 12.32 7.51
*
```

As for the frontier orbital gap: 3.010 eV. The calculation puts the HOMO energy at -5.8 eV. The calculation puts the energy at -1411.42413 Ha. The value obtained for the molar mass is 517.8 u. The LUMO energy comes out at -2.77 eV.

***

[4]
ORCA calculation (wB97M-V/def2-TZVPD) on a cluster of 10 separate species, C12H44O16 in total in a non-equilibrium geometry.

ORCA input file:
```
! RIJCOSX wB97M-V def2-TZVPD def2/J DEFGRID3
* xyz 0 1
O 0.71 2.85 0.17
O 3.12 1.40 -1.99
O 1.33 -0.21 -3.48
O -2.17 -0.46 2.23
O -4.14 -0.81 -5.98
O -2.46 2.55 -0.83
O -1.36 -1.30 -3.65
O -1.99 -1.25 5.48
O 3.15 0.11 5.12
O -2.85 -0.57 -1.50
O -0.60 2.54 -3.91
O 0.77 1.00 2.62
O 4.44 1.73 1.30
O 0.11 -2.37 1.72
O -0.55 0.08 -0.05
O -2.89 -3.63 5.19
C 0.54 -0.83 -0.10
C -1.23 -2.12 4.88
C -0.05 -2.19 0.36
C -3.54 -0.73 -4.68
C 1.06 0.90 -4.15
C 0.01 1.52 -3.25
C 4.38 1.89 -0.02
C 3.25 1.03 -0.66
C 2.15 0.81 4.49
C -2.08 -3.08 4.15
C 1.84 0.22 3.15
C -1.99 -1.04 -4.95
H 1.32 3.25 -0.45
H 1.14 0.89 5.08
H 1.16 1.86 2.29
H 1.05 -0.97 -1.09
H 1.31 -0.49 0.56
H -3.11 2.74 -0.17
H 0.52 1.98 -2.45
H 1.91 0.11 -2.79
H -1.57 -3.86 3.69
H 2.29 0.94 -0.14
H 2.87 2.32 -1.89
H -2.27 -3.92 5.90
H 2.03 1.42 -4.35
H -4.89 -1.48 -6.06
H 0.09 3.51 0.36
H 2.63 -0.40 5.64
H -1.54 -0.47 5.19
H -1.84 -1.86 -5.68
H 1.41 -0.81 3.17
H 2.39 1.82 4.39
H 4.28 2.98 -0.08
H -2.64 -2.61 3.34
H -1.74 -0.28 1.42
H -1.40 -0.14 -5.31
H -2.42 -0.81 -2.32
H -0.58 -1.66 4.22
H 0.69 0.67 -5.14
H -0.74 -2.59 5.75
H 5.33 1.86 1.64
H -0.45 -1.68 2.09
H -0.41 -1.07 -3.59
H 0.01 2.77 -4.62
H 5.32 1.56 -0.41
H -3.60 0.24 -4.26
H -3.11 -0.39 2.11
H -1.10 -2.27 0.08
H 0.33 -2.96 -0.36
H -0.68 0.78 -2.90
H -2.15 -0.41 -0.86
H -3.97 -1.52 -4.07
H -0.17 0.97 -0.02
H 2.76 0.18 2.52
H -2.93 1.80 -1.28
H 3.48 -0.05 -0.82
*
```

As for the frontier orbital gap: 9.171 eV. The calculation puts the HOMO energy at -9.4 eV. The calculation puts the energy at -1687.18837 Ha. Its structure (SMILES) is OCCO.OCCO.OCCO.OCCO.OCCO.OCCO.O.O.O.O. The value obtained for the molar mass is 444.5 u. The LUMO energy comes out at -0.24 eV.

***

[5]
ORCA calculation (wB97M-V/def2-TZVPD) on a cluster of 11 separate species, C12H46N14O11 in total in a non-equilibrium geometry.

ORCA input file:
```
! RIJCOSX wB97M-V def2-TZVPD def2/J DEFGRID3
* xyz 0 1
O -2.33 2.74 2.68
O 3.74 1.49 2.30
O 0.14 0.19 2.93
O -1.08 -0.09 -2.86
O -2.84 -3.49 -0.88
O 1.97 -3.72 0.81
O 1.05 3.73 -2.16
O -4.16 0.28 0.46
O -2.19 2.65 -1.28
O 3.10 -1.83 -4.54
O 1.12 0.51 -0.85
N 2.65 -2.21 -0.69
N -1.19 -5.11 -1.72
N 2.15 4.51 -0.28
N -0.64 0.92 0.49
N 2.65 -0.54 -2.66
N 0.97 -1.71 -3.53
N -0.94 4.62 2.71
N 0.00 4.20 -0.11
N -0.62 -1.11 -0.20
N -1.41 -5.03 0.38
N -3.05 -1.71 1.34
N -0.22 2.84 3.83
N -2.58 0.20 2.26
N 0.86 -3.11 -1.27
C 2.03 -1.35 2.99
C 1.07 4.12 -0.85
C 2.23 -1.37 -3.57
C -2.34 -0.66 -3.06
C 1.81 -3.03 -0.37
C -3.24 -0.40 1.32
C 0.04 0.06 -0.17
C -1.87 -4.53 -0.72
C -1.17 3.37 3.04
C 0.54 -1.12 3.15
C 3.50 1.69 0.86
C -2.23 2.92 -2.62
H 0.90 -2.64 -2.18
H 1.92 -0.10 -2.04
H -0.79 4.09 -0.68
H 0.04 -1.86 -0.56
H -2.73 -0.68 -4.03
H 0.82 3.02 3.96
H -2.15 1.75 -1.08
H 3.74 0.95 0.12
H 0.77 -2.39 -4.33
H 0.22 -0.97 -3.41
H -0.71 -5.81 0.53
H 0.08 -1.56 2.32
H 2.98 4.27 -0.88
H 2.49 -1.56 -1.47
H -2.42 3.97 -2.78
H 0.20 -1.51 4.04
H 2.24 4.76 0.70
H 3.46 -2.17 -0.06
H -0.09 5.11 3.14
H -0.31 1.89 0.41
H -3.40 -2.26 0.50
H 3.65 -0.21 -2.65
H 2.36 -1.17 1.95
H -1.44 -4.67 -2.65
H -2.33 -1.75 -2.83
H 2.57 -0.72 3.69
H 4.27 2.36 0.67
H 2.18 -2.39 3.20
H -1.47 0.80 1.11
H -2.93 2.36 -3.22
H -0.98 -0.13 -1.97
H 2.54 2.05 0.71
H -1.27 2.69 -2.94
H -1.71 -4.60 1.27
H -0.08 4.33 0.84
H 4.65 1.19 2.47
H -2.78 1.19 2.47
H -3.10 -0.20 -2.38
H -1.83 5.26 2.30
H -1.27 -1.41 0.51
H -2.41 -0.35 3.07
H 0.22 -3.83 -1.08
H -2.51 -2.36 1.90
H -0.15 0.41 2.02
H -0.58 -5.96 -1.67
H -0.36 1.86 3.87
*
```

As for the frontier orbital gap: 8.841 eV. The calculation puts the HOMO energy at -8.9 eV. The calculation puts the energy at -2078.87784 Ha. Its structure (SMILES) is NC(N)=O.NC(N)=O.NC(N)=O.NC(N)=O.NC(N)=O.NC(N)=O.NC(N)=O.CCO.CO.CO.CO. The value obtained for the molar mass is 562.6 u. The LUMO energy comes out at -0.11 eV.

***

[6]
ORCA calculation (wB97M-V/def2-TZVPD) on a cluster of 10 separate species, C12H47N3O13S in total in a non-equilibrium geometry.

ORCA input file:
```
! RIJCOSX wB97M-V def2-TZVPD def2/J DEFGRID3
* xyz 0 1
S 11.12 -0.69 12.94
O 9.86 0.96 16.28
O 10.13 -2.65 18.17
O 8.64 -2.89 14.66
O 12.55 -2.85 14.96
O 10.39 -1.94 13.25
O 10.66 0.30 13.96
O 8.44 -1.11 16.80
O 12.55 -1.02 13.23
O 4.24 -2.29 14.59
O 10.49 -4.13 16.14
O 9.58 -7.94 15.73
O 6.83 -2.01 12.45
O 10.94 -0.26 11.55
N 8.10 1.29 13.35
N 1.40 -4.01 12.80
N 7.93 -9.06 13.64
C 7.15 -6.95 13.05
C 3.63 -3.31 13.80
C 6.81 -2.92 11.39
C 7.33 -0.71 12.08
C 10.78 -7.22 15.66
C 1.36 -2.30 14.53
C 8.31 -7.63 13.74
C 8.43 -7.24 15.21
C 5.37 -2.76 15.29
C 7.13 0.19 13.29
C 2.18 -2.92 13.43
C 5.68 0.69 13.52
H 12.44 -2.17 14.17
H 10.94 -6.54 16.50
H 1.94 -4.37 12.03
H 10.96 -6.67 14.73
H 6.84 -0.28 11.19
H 8.97 0.84 13.65
H 6.35 -2.56 10.46
H 10.98 -2.22 18.37
H 5.22 -3.59 15.99
H 9.29 -2.59 13.93
H 6.00 -3.23 14.52
H 2.37 -2.16 12.65
H 4.24 -3.53 12.92
H 11.62 -7.91 15.77
H 0.58 -3.59 12.38
H 9.30 -7.52 13.28
H 8.15 1.74 12.45
H 9.13 -3.46 15.31
H 7.28 -0.43 14.18
H 8.63 -6.17 15.35
H 5.37 1.27 12.65
H 8.37 -2.10 15.22
H 1.41 -2.90 15.44
H 5.67 1.16 14.50
H 10.62 0.51 16.68
H 8.10 -9.46 12.73
H 1.85 -1.37 14.82
H 10.28 -3.31 17.36
H 7.85 -3.16 11.12
H 6.16 -7.15 13.46
H 6.96 -7.24 12.01
H 12.94 -2.41 15.73
H 7.49 -1.20 16.71
H 9.08 0.37 16.59
H 8.50 -9.59 14.30
H 7.58 -7.49 15.85
H 9.50 -1.91 17.88
H 10.04 0.76 15.28
H 0.34 -2.09 14.22
H 10.40 -5.09 16.19
H 5.92 -1.97 15.78
H 7.20 -5.86 12.97
H 3.51 -4.14 14.51
H 8.39 -0.75 11.81
H 11.67 -3.27 15.25
H 5.05 -0.20 13.60
H 6.35 -3.84 11.74
*
```

As for the frontier orbital gap: 7.216 eV. The calculation puts the HOMO energy at -8.6 eV. The calculation puts the energy at -2025.81556 Ha. The value obtained for the molar mass is 473.6 u. The LUMO energy comes out at -1.34 eV.